1.
Here is 14 unconnected molecules or ions with the total composition C45H125N7O14 at a distorted geometry from OMol25. Energies are from the ωB97M-V functional and the def2-TZVPD basis.

Positions of all 191 atoms, in Å:
1 C 4.119 0.983 1.415
2 C 5.421 2.136 -6.091
3 C 1.363 -4.878 2.113
4 H 1.040 5.199 5.691
5 H -0.165 -2.577 2.952
6 C -1.798 1.396 4.781
7 O 1.128 6.833 3.567
8 H 2.919 0.090 3.016
9 H -4.730 5.150 0.665
10 H 2.710 3.897 3.716
11 H -4.742 -3.662 -5.972
12 H 2.203 -0.307 -2.350
13 H -0.935 -1.743 5.616
14 H -2.412 -3.301 1.479
15 N 0.287 -4.758 -6.272
16 H -3.450 -1.682 -6.918
17 H -4.911 -1.834 3.540
18 H -1.265 -4.639 1.648
19 N -1.637 -0.761 0.620
20 H 0.206 -2.975 0.664
21 H 2.624 4.843 5.938
22 H 5.959 -2.834 -1.391
23 H -3.495 2.097 8.357
24 C -0.356 1.982 -4.625
25 H -3.769 -3.172 -0.935
26 H -1.884 -2.695 -8.152
27 C 1.571 -5.750 -2.229
28 C -1.088 0.449 -0.051
29 H 4.804 -0.396 -6.073
30 O -2.553 2.420 -3.773
31 H -0.576 -3.890 -1.533
32 H 0.600 8.744 3.582
33 H -1.346 4.603 -5.060
34 H 3.352 2.468 -4.323
35 H -1.985 0.875 -0.529
36 H 2.588 3.470 -1.887
37 H -3.017 -4.937 1.573
38 H 3.057 2.962 1.413
39 H 0.091 -5.703 -6.600
40 H -0.592 -0.445 -1.878
41 H 1.336 3.028 -0.818
42 C -1.350 2.582 6.773
43 H -0.812 2.042 -5.616
44 H 2.387 -3.810 0.455
45 C -1.023 4.330 -4.055
46 C -3.336 -4.167 -1.082
47 H 3.400 -2.124 1.848
48 C 1.876 4.575 3.940
49 H -5.342 -2.200 1.807
50 C -0.061 0.165 -1.124
51 H -0.938 2.724 -2.610
52 H 6.921 -0.258 -1.403
53 C 5.889 -1.776 -1.127
54 N -1.691 -2.573 -7.157
55 H -0.406 0.930 -4.310
56 H -4.592 -1.040 -2.602
57 O 7.041 -1.183 -1.653
58 H -3.139 -4.573 -5.847
59 N 1.785 4.538 5.442
60 H -1.609 5.014 -3.436
61 C -3.651 -1.079 -3.154
62 H 4.672 -0.103 3.124
63 H -1.417 1.811 1.648
64 H -2.839 2.589 9.906
65 C 1.802 -6.956 3.035
66 H -3.003 3.764 8.528
67 H -1.952 -2.630 -4.426
68 C 0.577 4.022 3.350
69 N 5.483 1.451 1.266
70 C 4.084 1.389 -6.073
71 H 4.999 -1.456 -1.687
72 H -2.897 -1.530 -2.471
73 H 1.874 -5.253 -4.853
74 H -0.162 4.763 3.648
75 H -6.944 -0.025 1.665
76 H 0.815 -7.286 2.677
77 H 5.744 -1.651 -0.046
78 H 1.714 -6.581 4.063
79 C -1.974 4.598 0.039
80 H -2.044 -1.042 -5.165
81 C 1.881 -1.067 -1.635
82 H 2.015 1.533 1.143
83 C 3.447 1.433 -4.645
84 H 2.211 8.486 4.163
85 C -1.378 2.455 8.293
86 H 5.772 2.217 1.872
87 C 1.484 8.157 3.400
88 C -3.732 -3.807 -6.352
89 H 2.433 -5.396 -2.795
90 H 0.309 -1.072 4.561
91 C 1.138 -3.259 -4.605
92 H -3.060 3.066 -3.252
93 H 3.988 0.041 0.890
94 C -2.611 -1.970 -5.019
95 O -1.001 -3.553 -0.734
96 C -3.214 3.839 -0.342
97 H -1.202 -3.421 -6.856
98 H -6.264 1.510 2.243
99 H -3.715 -1.950 2.345
100 H -4.126 3.783 1.618
101 C 3.010 1.950 0.969
102 H 5.628 1.710 0.295
103 C 0.005 -5.396 -3.998
104 H 1.384 -1.861 -2.203
105 O -3.599 4.129 -1.711
106 H -2.108 5.686 0.027
107 H 2.492 0.940 -4.796
108 O -1.952 1.460 6.230
109 C -4.824 -0.078 2.194
110 H -0.050 -6.450 -4.314
111 H -0.992 -4.976 -4.156
112 H -1.675 4.302 1.043
113 H -3.124 -4.223 -2.148
114 H 1.684 -3.170 -3.676
115 H -1.058 1.479 8.658
116 H 3.171 6.340 3.811
117 H -3.344 -0.061 -3.418
118 H 2.654 4.153 -0.283
119 O -4.472 0.278 0.839
120 O 1.013 -0.557 -0.630
121 H 0.675 2.333 -4.594
122 H 3.379 1.766 -6.800
123 H -6.612 0.163 3.367
124 C -2.951 -2.502 -6.409
125 H -3.962 -4.164 -7.359
126 H -0.782 1.171 4.437
127 H 1.545 -6.835 -2.197
128 C -0.205 -1.994 4.851
129 H 0.252 1.134 -1.520
130 H -3.978 5.003 -1.841
131 H -1.837 3.552 6.538
132 C 3.874 0.600 2.886
133 C -6.247 0.431 2.374
134 C -2.038 -4.451 -0.316
135 H 2.789 -1.454 -1.174
136 H -3.042 2.762 -0.301
137 O 3.183 2.152 -0.415
138 C -2.193 -4.335 1.188
139 H 2.482 5.847 2.295
140 H 1.197 -1.805 1.092
141 N -0.476 3.453 8.861
142 H -2.124 2.348 4.343
143 O 4.143 0.051 -6.611
144 H 0.464 3.401 8.483
145 H -1.732 -5.495 -0.484
146 H -2.422 0.560 4.462
147 H -0.271 2.367 0.551
148 C 2.240 5.942 3.372
149 H 0.895 -4.706 3.092
150 O -3.835 -1.844 -4.310
151 H 2.700 -2.786 3.337
152 H 0.507 -2.701 5.293
153 O 2.316 -5.879 2.250
154 N 0.854 -2.698 1.419
155 H 0.162 -2.769 -4.490
156 H 0.005 4.669 -3.923
157 C 1.988 -3.643 1.467
158 H 0.185 1.017 1.630
159 H -0.298 2.619 6.414
160 H 2.492 -7.799 3.055
161 H 3.953 -3.717 2.414
162 C -0.618 1.430 1.016
163 H -1.119 -1.042 1.450
164 H -1.156 4.260 -0.601
165 H -4.086 -4.915 -0.806
166 O 0.322 -5.192 -2.656
167 C -2.750 2.747 8.829
168 O -0.822 -2.544 3.707
169 H -1.574 -1.560 -0.015
170 C 3.096 -3.039 2.353
171 H 0.621 4.022 2.253
172 H -4.063 0.475 2.738
173 C 0.925 -4.723 -4.983
174 H 1.825 -5.425 -1.236
175 H 0.362 3.046 3.775
176 H -5.248 3.464 0.311
177 H 4.053 0.830 -3.956
178 H 6.210 1.734 -5.438
179 C -1.188 2.863 -3.672
180 H 1.938 8.443 2.446
181 C 2.412 3.241 -0.835
182 H 5.216 3.200 -5.904
183 C -4.411 4.100 0.606
184 C -4.739 -1.581 2.478
185 H 0.751 -4.191 -6.979
186 H 0.593 -5.306 1.460
187 H 3.943 1.451 3.582
188 H 5.851 2.073 -7.087
189 H 1.645 -2.683 -5.395
190 H -3.520 0.099 0.749
191 H -0.514 3.601 9.854

calculated total energy: -87783.756 eV
spin multiplicity: 1
Kohn-Sham gap: 9.14 eV
energy relative to the best compared isomer or geometry (same formula, charge and spin): 0.00 kcal per mole

2.
Here is a single C2H2F3OP molecule at a distorted geometry from OMol25. Energies are from the ωB97M-V functional and the def2-TZVPD basis.

Positions of all 9 atoms, in Å:
1 C 0.004 0.362 1.430
2 H -0.236 0.601 -2.939
3 H 0.416 -1.752 -0.761
4 F 0.364 -0.969 1.560
5 O -0.240 -0.367 -2.683
6 F -0.906 0.684 2.388
7 C -0.408 0.846 0.105
8 F 1.098 1.000 1.904
9 P -0.091 -0.404 -1.004

calculated total energy: -21591.991 eV
structure (SMILES): O[PH]#CC(F)(F)F
spin multiplicity: 1
Kohn-Sham gap: 9.54 eV
energy relative to the best compared isomer or geometry (same formula, charge and spin): 62.00 kcal per mole

3.
Here is a single C2H4S3 molecule at a distorted geometry from OMol25. Energies are from the ωB97M-V functional and the def2-TZVPD basis.

Positions of all 9 atoms, in Å:
1 H 1.005 1.433 1.277
2 S -0.828 -1.816 -0.188
3 S 0.983 0.715 -0.903
4 H 1.795 -0.389 0.882
5 S -1.590 1.084 0.403
6 C -0.371 -0.099 -0.029
7 H -2.047 0.761 -0.844
8 H -0.131 -2.146 -1.455
9 C 1.184 0.458 0.857

calculated total energy: -34641.591 eV
structure (SMILES): SC1(S)CS1
spin multiplicity: 1
Kohn-Sham gap: 9.08 eV
energy relative to the best compared isomer or geometry (same formula, charge and spin): 60.76 kcal per mole

4.
Here is a molecular structure, C24H51Cl3LiN2O12PSi from OMol25. Energies are from the ωB97M-V functional and the def2-TZVPD basis.

Positions of all 95 atoms, in Å:
1 H -2.869 3.354 -1.607
2 O 4.063 -0.673 0.050
3 H 1.306 -7.248 -0.151
4 H 3.751 -0.013 -1.891
5 N 2.458 -0.625 1.583
6 H -1.822 2.218 1.823
7 O -0.290 1.146 0.292
8 H -1.239 -2.562 3.046
9 Cl -6.416 -0.408 -0.519
10 H 4.276 3.386 0.225
11 C 2.342 -4.030 -0.893
12 H -2.477 1.912 -0.644
13 C 3.805 3.105 1.170
14 N 1.166 -0.633 2.127
15 H -3.585 5.314 0.578
16 Li -0.556 -0.739 -0.126
17 C 2.331 3.503 1.141
18 H 0.526 -6.551 -2.396
19 H -4.027 -5.456 1.531
20 O -2.501 -0.721 -0.573
21 H 1.742 1.766 -4.131
22 H -2.227 -6.178 3.074
23 C -3.898 -4.427 1.875
24 H 2.536 5.500 1.980
25 C 2.196 5.025 1.055
26 H -0.933 -5.049 3.525
27 P -0.214 -3.926 0.774
28 C 0.521 3.213 -3.100
29 H 0.628 0.100 1.648
30 O 0.722 -4.207 1.903
31 H -1.939 5.842 0.998
32 H 0.801 -4.898 -2.970
33 H -2.493 -2.042 1.901
34 H 0.018 1.660 -4.502
35 C 1.405 -5.237 -0.931
36 H -4.186 -3.749 1.071
37 H 0.595 3.303 2.429
38 C -0.734 4.044 -3.367
39 H -2.396 5.630 -0.703
40 C -2.446 -4.186 2.264
41 H 1.927 4.747 -3.684
42 C 1.637 2.984 2.398
43 H 5.443 -0.194 -1.346
44 H 3.898 2.024 1.295
45 C 2.705 -0.652 0.258
46 C -2.067 3.781 0.363
47 H 2.576 3.561 -2.520
48 Si 0.231 2.446 -0.389
49 H -3.265 3.211 2.073
50 C 1.946 -6.367 -0.058
51 H 3.303 -4.304 -1.341
52 H 4.464 -1.632 -1.744
53 C -3.620 -0.502 -0.082
54 H 1.658 1.895 2.421
55 O 1.794 2.934 -0.042
56 H 2.796 5.408 0.225
57 H 0.995 2.971 -5.209
58 H -4.555 -4.253 2.732
59 O 1.897 -0.631 -0.634
60 C -2.212 3.236 1.781
61 C -2.007 -5.148 3.367
62 H 1.917 -3.187 -1.440
63 C -2.528 5.233 0.306
64 C -2.882 2.925 -0.603
65 O 0.275 2.303 -2.046
66 O -0.313 -2.520 0.280
67 H 2.963 -6.635 -0.362
68 O -0.679 3.807 -0.012
69 H 0.742 -1.531 1.894
70 H 4.330 3.602 1.991
71 Cl -4.529 0.346 -2.570
72 H -1.667 3.871 2.487
73 H 1.462 4.808 -1.968
74 H -1.004 4.602 -2.469
75 H 1.151 5.285 0.880
76 Cl -4.738 -2.423 -1.734
77 C 1.218 -5.707 -2.368
78 C 1.697 4.143 -2.800
79 O 0.080 -4.904 -0.487
80 H 2.509 -3.709 0.137
81 H -2.936 -2.531 3.544
82 H -3.920 2.854 -0.267
83 C -4.786 -0.730 -1.167
84 H 1.950 -6.041 0.983
85 C -2.262 -2.737 2.708
86 H -0.565 4.748 -4.188
87 H -1.566 3.387 -3.628
88 H 2.145 3.362 3.291
89 C 4.444 -0.626 -1.319
90 O -1.695 -4.499 1.071
91 H 3.226 -0.724 2.216
92 O -3.996 -0.160 1.037
93 H -2.537 -4.925 4.298
94 H 2.174 -6.016 -2.798
95 C 0.841 2.353 -4.319

calculated total energy: -108220.380 eV
spin multiplicity: 1
Kohn-Sham gap: 8.03 eV
charge: -2

5.
Here is 17 unconnected molecules or ions with the total composition C45H121N3O26 at a distorted geometry from OMol25. Energies are from the ωB97M-V functional and the def2-TZVPD basis.

Positions of all 195 atoms, in Å:
1 H -23.128 12.192 4.153
2 O -23.327 21.214 10.108
3 H -18.941 19.447 6.039
4 C -24.436 21.401 9.249
5 O -21.770 15.808 0.776
6 H -30.723 21.776 1.242
7 H -22.368 18.119 6.551
8 H -26.214 16.671 -5.624
9 C -23.409 20.364 2.375
10 O -24.930 23.484 10.332
11 C -27.605 27.246 2.560
12 H -29.058 28.812 2.382
13 O -19.113 24.074 2.802
14 C -27.991 27.645 5.480
15 H -23.920 23.365 8.535
16 H -22.353 22.055 1.466
17 O -23.839 24.608 -1.283
18 H -24.899 19.472 1.039
19 H -22.454 19.303 0.766
20 H -22.684 13.788 2.573
21 H -28.250 25.676 1.174
22 C -25.775 20.374 -3.096
23 H -22.715 25.614 1.531
24 H -24.587 17.738 6.694
25 H -24.772 20.584 -3.463
26 O -25.483 18.125 6.644
27 H -21.996 14.244 4.085
28 H -20.260 20.605 6.326
29 H -18.906 23.890 3.733
30 C -26.703 27.773 1.477
31 C -18.630 21.412 5.230
32 H -15.464 19.587 -0.017
33 O -19.976 20.583 -0.448
34 H -22.675 21.147 -0.910
35 H -26.078 23.409 -2.196
36 H -24.695 24.411 10.261
37 H -21.862 21.991 5.568
38 H -26.070 28.574 1.857
39 H -21.056 20.219 -2.180
40 H -17.681 21.310 5.760
41 H -25.665 23.110 8.486
42 C -24.112 22.857 2.385
43 C -23.525 16.771 -4.786
44 C -16.548 20.287 1.460
45 C -24.731 19.658 2.103
46 C -25.384 19.100 -0.975
47 O -19.258 22.727 5.318
48 H -25.501 21.809 5.908
49 H -23.902 23.826 1.937
50 H -22.130 18.553 2.242
51 C -22.898 21.869 5.902
52 H -28.165 17.176 -4.019
53 H -18.401 21.351 4.161
54 H -20.244 24.613 0.529
55 H -25.968 15.965 -4.076
56 H -21.321 20.092 1.660
57 N -26.765 26.636 3.608
58 O -23.023 19.291 4.472
59 H -23.537 21.562 10.982
60 C -22.255 19.550 1.824
61 H -24.804 15.074 3.413
62 H -20.984 24.784 3.518
63 C -26.025 16.935 -4.581
64 H -29.932 23.265 3.284
65 H -29.476 26.791 1.427
66 H -22.827 21.063 6.638
67 H -20.099 18.366 3.248
68 H -29.873 27.447 4.372
69 H -25.308 20.945 9.731
70 C -23.370 21.723 1.693
71 H -23.846 16.074 -5.567
72 O -15.318 20.112 0.779
73 H -25.548 19.448 -5.552
74 H -24.483 19.710 -0.852
75 C -28.372 28.455 3.152
76 O -22.336 22.571 -2.355
77 H -25.192 25.697 5.738
78 C -25.100 24.579 -0.633
79 H -26.071 26.987 1.057
80 H -27.876 17.950 7.044
81 C -27.439 17.607 7.998
82 O -27.392 23.197 2.365
83 C -28.665 26.294 1.975
84 H -26.499 20.461 -3.907
85 H -19.510 21.328 -0.059
86 H -27.684 29.298 3.279
87 H -21.366 14.935 0.810
88 H -17.808 19.361 0.024
89 H -22.787 23.465 3.939
90 H -24.345 23.708 4.341
91 H -27.891 22.290 4.087
92 C -23.700 21.607 4.633
93 C -25.172 21.301 5.002
94 C -25.635 18.944 -2.486
95 C -29.028 28.137 4.483
96 H -28.436 27.360 6.434
97 H -23.271 16.136 3.061
98 H -26.141 21.127 -2.399
99 C -24.713 17.693 -4.459
100 H -27.447 18.587 -4.678
101 H -18.897 23.065 6.148
102 H -24.602 18.412 -6.547
103 H -23.198 24.974 -0.649
104 H -20.446 26.135 1.429
105 C -17.628 19.285 1.101
106 C -29.607 22.314 2.845
107 H -28.670 25.126 4.708
108 H -21.121 20.117 4.366
109 C -20.497 24.332 2.644
110 O -27.041 18.100 4.328
111 H -27.394 28.547 5.656
112 H -21.102 16.395 1.159
113 H -25.070 18.130 -0.580
114 C -20.671 21.056 -1.603
115 H -24.753 18.675 2.578
116 H -27.243 17.169 4.184
117 H -22.879 17.904 -2.326
118 H -25.335 17.577 8.644
119 C -27.769 25.155 5.320
120 H -22.997 23.230 -2.060
121 C -23.781 15.365 3.633
122 H -27.971 23.146 -0.989
123 C -27.227 17.738 -4.030
124 O -19.913 17.428 3.046
125 H -23.833 19.484 -5.361
126 H -29.516 29.025 4.893
127 H -25.982 26.817 6.866
128 N -23.086 20.543 3.817
129 H -20.005 21.696 -2.184
130 N -24.563 18.150 -3.080
131 H -25.516 22.534 -0.747
132 C -24.755 22.872 9.045
133 H -21.984 20.570 9.340
134 O -23.642 12.998 4.214
135 H -16.264 18.000 1.426
136 C -21.901 21.866 -1.199
137 O -23.784 15.937 4.967
138 H -22.856 16.082 5.183
139 C -25.764 26.625 5.811
140 O -26.049 25.531 3.092
141 H -26.903 17.314 -1.911
142 C -19.529 20.249 5.591
143 C -28.117 22.179 3.021
144 H -27.606 23.159 1.420
145 O -23.280 18.661 -2.765
146 H -23.877 21.626 0.726
147 H -29.190 25.721 2.738
148 H -25.996 19.126 8.389
149 C -22.966 14.070 3.595
150 H -25.529 25.582 -0.724
151 C -25.994 23.453 -1.107
152 C -20.773 25.094 1.352
153 H -16.353 20.382 2.528
154 H -18.568 19.510 1.605
155 H -25.815 21.516 4.150
156 H -27.958 24.964 6.378
157 O -21.165 20.147 8.981
158 H -27.138 15.767 7.436
159 H -27.276 28.148 0.625
160 H -24.222 20.904 8.306
161 C -25.998 18.116 7.959
162 H -27.754 18.836 -2.276
163 H -25.173 22.705 2.179
164 H -26.261 19.472 -0.456
165 C -27.075 26.489 5.036
166 H -25.054 24.478 0.454
167 O -29.850 22.109 1.453
168 H -25.163 27.455 5.445
169 H -26.403 18.104 5.073
170 C -26.939 18.175 -2.580
171 H -23.951 19.121 4.726
172 H -18.949 17.364 3.051
173 C -23.743 22.926 3.863
174 H -28.065 18.126 8.727
175 O -22.145 25.050 0.998
176 H -23.322 16.132 -3.922
177 O -27.677 16.223 8.094
178 H -21.715 22.538 -0.356
179 H -27.740 21.173 2.815
180 H -26.692 24.790 3.021
181 C -24.670 18.803 -5.530
182 O -17.228 17.943 1.461
183 H -22.621 18.633 7.967
184 O -22.820 17.893 7.379
185 H -20.506 20.847 8.979
186 H -21.008 23.361 2.596
187 H -30.186 21.543 3.366
188 H -27.085 24.343 5.063
189 H -23.230 22.750 6.449
190 H -25.618 20.227 2.387
191 H -16.992 21.262 1.217
192 H -22.618 17.250 -5.144
193 O -20.249 19.717 4.505
194 O -27.274 23.628 -0.539
195 H -25.326 20.247 5.253

calculated total energy: -106325.495 eV
spin multiplicity: 1
Kohn-Sham gap: 8.13 eV